(1)
Molecular formula: C22H31DyNOP2
Method: DFT, the ωB97M-V functional and the def2-TZVPD basis

The geometry in XYZ format:
```
58
Properties=species:S:1:pos:R:3:mulliken_charge:R:1
C -1.834 2.908 -3.007 -0.713
C -1.550 1.604 -2.606 -0.097
C -0.173 1.173 -2.718 0.402
C 0.837 2.158 -2.541 0.631
C 0.511 3.503 -2.771 -0.907
C -0.802 3.858 -3.089 -0.476
C 2.077 1.699 -1.836 -0.196
C 2.461 0.328 -2.277 0.802
C 1.385 -0.574 -2.481 0.043
C 1.609 -1.957 -2.126 -0.024
C 2.906 -2.445 -2.238 -0.812
C 3.985 -1.548 -2.305 -0.511
C 3.766 -0.176 -2.252 -0.939
H -2.872 3.208 -3.166 0.417
H 1.296 4.261 -2.688 0.395
H -1.036 4.892 -3.356 0.374
H 2.895 2.412 -1.926 0.690
H 3.069 -3.523 -2.181 0.422
H 4.999 -1.940 -2.343 0.390
H 4.603 0.526 -2.187 0.418
N 0.123 -0.150 -2.756 -0.508
Dy 0.560 1.025 1.104 0.214
C -2.478 0.733 -1.811 -1.291
H -2.381 -0.321 -2.107 0.419
H -3.527 1.053 -1.883 0.699
C 0.496 -2.665 -1.404 -1.212
H -0.471 -2.454 -1.887 0.433
H 0.667 -3.746 -1.306 0.678
P -1.968 0.812 0.006 0.891
P 0.362 -1.956 0.305 1.279
C 1.633 -2.815 1.249 -1.143
H 1.508 -2.605 2.320 0.189
H 1.524 -3.896 1.072 0.432
H 2.620 -2.476 0.918 0.375
C -1.199 -2.713 0.813 -1.334
H -1.007 -3.774 1.036 0.493
H -1.636 -2.246 1.701 0.288
H -1.917 -2.655 -0.012 0.364
C -2.499 2.529 0.378 -1.357
H -3.566 2.606 0.134 0.396
H -2.351 2.761 1.443 0.392
H -1.940 3.258 -0.217 0.424
C -3.340 -0.114 0.758 -1.393
H -3.180 -0.222 1.835 0.258
H -4.273 0.434 0.590 0.450
H -3.420 -1.115 0.324 0.397
H 1.809 1.633 -0.585 -0.419
H 1.089 -0.534 -0.112 -0.345
C -1.047 0.569 4.909 -1.085
C 0.183 0.075 4.274 1.039
C 1.119 -0.786 5.009 -1.195
O 0.437 0.386 3.054 -0.142
H -0.955 0.453 5.998 0.410
H -1.923 -0.026 4.595 0.239
H -1.241 1.631 4.691 0.324
H 0.971 -1.848 4.749 0.244
H 2.172 -0.521 4.825 0.351
H 0.914 -0.684 6.083 0.438
```

**2S+1**: 6
**Charge**: +1
**E**: -2554.27522 a.u.
**LUMO (alpha / beta)**: -0.15597 / -0.16252 hartree
**E_HOMO (alpha / beta)**: -0.3100 / -0.3105 Ha

(2)
Molecular formula: C22H31N2O2
Method: DFT, the ωB97M-V functional and the def2-TZVPD basis

The geometry in XYZ format:
```
57
Properties=species:S:1:pos:R:3:mulliken_charge:R:1
C -3.536 -0.024 -3.048 -1.248
C -2.667 -1.192 -2.598 -0.743
C -1.998 -0.925 -1.242 1.419
C -1.056 -2.066 -0.850 -1.974
C -3.026 -0.710 -0.158 0.052
C -3.978 -1.690 0.111 -0.575
C -4.954 -1.508 1.070 -0.922
C -5.010 -0.327 1.792 -0.653
C -4.068 0.656 1.557 -0.407
C -3.082 0.458 0.599 0.511
N -2.125 1.509 0.406 0.149
C -0.840 1.376 0.701 0.517
O -0.307 0.381 1.171 -0.727
C 0.085 2.599 0.433 -0.136
C -0.222 3.383 -0.833 -1.689
N 1.452 2.010 0.478 0.335
C 2.456 2.866 1.114 -0.834
C 1.941 1.467 -0.823 -0.268
C 3.069 0.499 -0.574 -0.352
C 4.373 0.819 -0.912 -0.593
C 5.389 -0.091 -0.647 -0.627
C 5.107 -1.296 -0.047 -0.597
C 3.790 -1.630 0.298 0.450
O 3.618 -2.832 0.878 -0.438
C 2.316 -3.258 1.217 -0.719
C 2.772 -0.720 0.030 0.287
H -2.944 0.885 -3.146 0.234
H -3.985 -0.240 -4.014 0.449
H -4.335 0.159 -2.333 0.297
H -3.276 -2.093 -2.539 0.347
H -1.885 -1.371 -3.340 0.476
H -1.401 -0.012 -1.353 -0.221
H -0.257 -2.165 -1.582 0.519
H -1.593 -3.008 -0.800 0.345
H -0.624 -1.866 0.128 0.365
H -3.955 -2.612 -0.449 0.373
H -5.679 -2.286 1.253 0.425
H -5.775 -0.174 2.536 0.407
H -4.087 1.578 2.118 0.470
H -2.490 2.405 0.117 0.231
H -0.006 3.264 1.301 0.328
H -1.122 3.976 -0.694 0.587
H 0.583 4.081 -1.054 0.450
H -0.369 2.737 -1.694 0.333
H 1.270 1.142 1.061 0.361
H 2.161 3.105 2.134 0.357
H 3.412 2.345 1.136 0.373
H 2.571 3.790 0.548 0.358
H 2.268 2.291 -1.458 0.643
H 1.111 0.943 -1.300 0.013
H 4.600 1.760 -1.390 0.419
H 6.405 0.151 -0.914 0.403
H 5.884 -2.012 0.165 0.483
H 2.438 -4.245 1.659 0.308
H 1.678 -3.336 0.331 0.271
H 1.851 -2.590 1.948 0.316
H 1.747 -0.956 0.274 0.066
```

**Energy above the lowest of the compared OMol25 structures with the same formula, charge and spin**: 36.42 kJ/mol
**SMILES**: CC[C@H](C)c1ccccc1NC(=O)[C@H](C)[N@H+](C)Cc1cccc(OC)c1
**Charge**: +1
**E**: -1116.70967 a.u.
**LUMO**: -0.08803 hartree
**E_HOMO**: -0.4199 Ha

(3)
Molecular formula: C22H31N3O2
Method: DFT, the ωB97M-V functional and the def2-TZVPD basis

The geometry in XYZ format:
```
58
Properties=species:S:1:pos:R:3:mulliken_charge:R:1
C -0.519 2.837 -2.241 -1.706
C -0.198 1.599 -1.477 0.327
C -0.178 1.378 -0.130 -0.870
C 0.161 0.005 0.081 1.553
C 0.280 -0.758 1.342 0.403
O -0.202 -1.881 1.452 -0.644
N 0.947 -0.178 2.395 0.355
C 1.075 -0.953 3.612 -0.959
C 2.420 -1.728 3.715 -0.844
N 3.200 -1.722 2.488 0.277
C 2.883 -2.529 1.425 0.859
O 3.260 -2.276 0.288 -0.678
C 2.145 -3.802 1.652 0.580
C 2.102 -4.836 0.810 -0.820
C 1.198 -5.668 1.687 -0.477
C 1.266 -4.479 2.695 -1.026
C 3.975 -0.491 2.248 -0.958
C 5.342 -0.761 1.619 -1.160
C 6.144 0.533 1.520 -0.792
C 5.378 1.573 0.710 -0.683
C 4.018 1.848 1.341 -1.234
C 3.178 0.580 1.498 2.382
C 1.882 0.931 2.227 -2.184
C 0.324 -0.570 -1.160 -0.283
C 0.676 -1.962 -1.554 -1.597
N 0.129 0.411 -2.096 0.169
C 0.190 0.201 -3.526 -1.146
H -0.774 3.632 -1.542 0.388
H 0.327 3.183 -2.840 0.367
H -1.368 2.699 -2.914 0.340
H -0.432 2.111 0.618 0.642
H 0.982 -0.275 4.465 0.478
H 0.242 -1.649 3.638 0.427
H 3.047 -1.285 4.490 0.436
H 2.229 -2.750 4.026 0.423
H 2.545 -4.993 -0.164 0.457
H 0.203 -5.851 1.277 0.253
H 1.615 -6.609 2.048 0.308
H 1.750 -4.737 3.637 0.362
H 0.317 -3.977 2.880 0.089
H 4.170 -0.089 3.251 0.668
H 5.867 -1.503 2.224 0.374
H 5.206 -1.184 0.625 0.309
H 6.337 0.930 2.524 0.340
H 7.117 0.334 1.068 0.407
H 5.950 2.500 0.634 0.399
H 5.234 1.200 -0.310 0.360
H 4.170 2.299 2.331 0.377
H 3.458 2.576 0.748 0.400
H 2.926 0.190 0.507 -0.187
H 1.399 1.754 1.707 0.080
H 2.122 1.295 3.232 0.635
H 0.696 -2.594 -0.672 0.032
H -0.061 -2.369 -2.252 0.525
H 1.662 -2.008 -2.022 0.367
H 0.997 -0.488 -3.765 0.396
H -0.746 -0.209 -3.910 0.299
H 0.387 1.146 -4.026 0.407
```

**Energy above the lowest of the compared OMol25 structures with the same formula, charge and spin**: 163.83 kJ/mol
**SMILES**: Cc1cc(C(=O)N2CCN(C(=O)C3=CCC3)[C@H]3CCCC[C@@H]3C2)c(C)n1C
**E**: -1171.66609 a.u.
**LUMO**: 0.02990 hartree
**E_HOMO**: -0.2855 Ha